Here is C15H29AlCl3CsF5IN5O5Si as an isolated structure at a distorted geometry from the OMol25 dataset. Energies are from ωB97M-V with the def2-TZVPD basis set.

Values from the calculation:
- HOMO (eV) = -9.97
- LUMO level (eV) = -8.74
- charge = +1
- orbital gap (eV) = 1.22

XYZ file:
```
66
Properties=species:S:1:pos:R:3:forces:R:3:lowdin_charge:R:1
C 4.469 -1.561 -0.208 -0.74 1.94 1.68 -0.431
Si 4.173 -0.191 -1.557 1.68 -0.09 -0.70 0.426
C 5.232 1.332 -1.220 -0.96 -0.74 0.27 -0.130
C 4.776 -0.939 -3.207 -0.85 -0.33 1.26 -0.197
O 2.498 0.167 -1.525 0.57 -0.25 0.36 -0.260
C 2.195 1.325 -2.267 -0.18 -0.15 -0.36 -0.240
C 0.743 1.777 -2.212 0.73 -0.33 0.06 -0.105
N -0.323 0.780 -2.266 -1.51 0.41 0.55 -0.073
N -0.276 -0.465 -2.759 0.71 -1.06 -0.45 0.195
C -1.437 -1.004 -2.583 0.30 1.65 0.22 -0.037
N -2.283 -0.045 -2.001 0.07 -1.20 -0.20 0.096
C -3.661 -0.358 -1.683 -0.24 -0.28 -0.45 -0.626
F -3.692 -1.332 -0.738 -0.11 0.68 -0.18 0.008
F -4.360 0.647 -1.253 0.25 0.50 0.38 0.176
F -4.230 -0.831 -2.772 0.04 -0.36 -0.14 0.224
C -1.544 1.055 -1.812 0.02 0.86 0.55 -0.630
I -2.132 2.849 -0.962 0.26 -0.22 -0.21 1.223
H 5.392 -2.144 -0.427 -0.67 0.29 0.31 0.063
H 4.483 -1.045 0.764 0.58 -0.22 -0.14 0.052
H 3.509 -2.224 -0.241 7.37 7.06 7.74 -0.446
H 6.029 1.026 -0.550 0.23 0.14 0.11 0.041
H 5.647 1.690 -2.150 0.12 0.21 -0.17 0.040
H 4.627 2.096 -0.741 0.20 0.33 0.18 0.033
H 5.459 -1.782 -2.961 -0.34 0.39 -0.25 0.046
H 3.946 -1.356 -3.850 0.64 -0.08 -0.22 -0.009
H 5.347 -0.237 -3.802 -0.02 0.19 -0.16 0.038
H 2.540 1.219 -3.295 -0.11 -0.11 -0.23 0.137
H 2.698 2.188 -1.839 0.33 0.20 -0.07 0.116
H 0.608 2.286 -1.269 -0.19 0.14 0.18 0.081
H 0.600 2.478 -3.026 -0.13 0.22 -0.11 0.145
H -1.718 -1.998 -2.848 -0.10 -0.21 -0.08 0.144
O -0.951 5.769 1.013 0.06 -0.06 -0.11 -0.011
C -1.966 6.407 1.258 -0.02 0.10 0.06 -0.587
N -3.172 5.791 1.335 0.08 0.00 -0.15 0.162
C -1.958 7.895 1.487 -0.19 -0.06 0.04 0.007
H -4.032 6.272 1.527 0.02 0.05 0.01 0.108
H -3.189 4.798 1.195 -0.14 -0.08 0.20 0.054
H -1.563 8.386 0.600 0.09 0.00 0.03 0.095
H -1.315 8.119 2.335 0.08 0.01 -0.05 0.095
H -2.953 8.286 1.690 0.01 0.03 0.01 0.078
F 3.741 -2.364 -5.221 -0.45 -0.15 0.57 -0.527
O 2.973 -1.608 -7.838 -0.23 0.12 -0.45 -0.066
H 2.238 -1.023 -7.636 0.06 0.05 0.06 0.019
H 2.609 -2.488 -7.703 0.24 -0.07 0.23 0.023
Cs 2.862 -3.045 -1.357 -7.61 -8.74 -10.23 1.524
O -6.558 2.574 -2.593 0.24 -0.01 0.01 -0.165
H -6.142 2.093 -1.863 -0.15 0.03 0.04 -0.089
Al -3.211 -3.635 -0.244 2.31 0.28 -0.25 0.856
O 2.165 6.802 1.551 -0.16 -0.04 -0.05 -0.029
H 1.205 6.665 1.415 -0.04 -0.12 -0.03 -0.042
C -1.978 -1.901 2.369 0.23 0.14 0.50 -1.571
Cl -1.268 -3.478 2.727 -0.01 0.09 -0.34 0.571
Cl -2.935 -1.330 3.732 -0.01 -0.05 -0.13 0.581
Cl -0.729 -0.731 1.949 0.00 0.06 -0.08 0.553
H -2.629 -2.012 1.516 -0.05 0.12 -0.07 -0.102
N -2.764 -6.150 5.795 0.03 0.03 0.04 -0.001
C -2.625 -6.849 6.963 -0.02 -0.02 -0.06 -0.137
C -1.608 -6.278 7.677 0.01 0.01 0.02 -0.106
C -1.114 -5.187 6.911 0.02 0.01 0.00 -0.107
C -1.848 -5.132 5.757 -0.01 -0.02 -0.05 -0.164
H -3.434 -6.353 5.078 -0.03 -0.01 0.01 0.140
H -3.260 -7.690 7.184 0.01 -0.01 0.02 0.108
H -1.256 -6.603 8.641 0.00 0.00 0.01 0.093
H -0.313 -4.519 7.180 0.00 0.01 0.01 0.090
H -1.796 -4.459 4.917 -0.06 -0.11 0.25 0.014
F -1.342 -2.656 -0.557 -2.22 -1.19 0.20 -0.566
```
Forces are in eV/Å.